1.
Below is C5H12O as an isolated structure in a non-equilibrium geometry, with properties calculated with wB97M-V/def2-TZVPD.

Last column: Löwdin charge in e.
Geometry (Å):
C 1.88793 -0.24599 -0.58594  -0.10
O 1.26454 -0.01945 0.64944  -0.14
C -0.08424 -0.06452 0.47230  -0.49
C -0.42360 1.07847 -1.17546  -0.04
C -0.64108 -1.42802 0.07465  -0.05
C -0.78270 0.57140 1.66948  -0.03
H 1.13060 0.32788 -1.24138  0.05
H 1.88426 -1.31094 -0.86108  0.09
H 2.91847 0.11496 -0.50756  0.09
H -0.06860 1.23648 -2.24100  0.06
H -1.44016 0.74039 -1.30643  0.02
H -0.35284 2.07410 -0.74225  0.04
H -0.31388 -1.68266 -0.93403  0.07
H -0.33080 -2.24278 0.74950  0.10
H -1.73328 -1.38476 0.08578  0.08
H -1.05080 -0.13353 2.47628  0.09
H -0.15264 1.35186 2.10804  0.09
H -1.71120 1.01711 1.30967  0.08

Forces on atoms 1 to 3 (eV/Å):
-0.0311 0.1142 -0.4611
0.0249 -0.1190 0.2501
-0.4738 0.6999 -1.0156

Output
- Kohn-Sham gap: 0.36882 hartree
- ΔE to the lowest compared entry with this formula, charge and spin: 72.9 kcal/mol

2.
Below is a 4-piece molecular cluster, C5H12O overall, with properties calculated with wB97M-V/def2-TZVPD.

Last column: Löwdin charge in e.
Geometry (Å):
C -0.87972 1.79709 -0.72353  -0.12
C -1.08915 0.78630 0.19509  -0.14
C 0.65548 -0.51118 0.18873  -0.58
C 0.53197 -0.90229 1.65118  -0.05
C 0.17938 -1.52912 -0.83901  -0.04
O 1.66192 0.18769 -0.13420  -0.09
H -0.73052 2.82128 -0.39041  0.07
H -1.23552 1.69299 -1.74671  0.08
H 0.62740 1.80143 -1.17966  0.09
H -1.72851 -0.04653 -0.07996  0.08
H -1.07178 1.04256 1.25085  0.08
H -0.47731 -1.23012 1.91735  0.08
H 0.83467 -0.06829 2.28909  0.09
H 1.22058 -1.73727 1.83384  0.09
H -0.74197 -2.04000 -0.54271  0.08
H 0.96857 -2.28100 -0.96003  0.09
H 0.03270 -1.04503 -1.81016  0.09
H 1.24183 1.26150 -0.91974  0.12

Forces on atoms 1 to 3 (eV/Å):
-0.0179 -0.0792 0.0779
-0.0877 0.1066 -0.0336
0.0960 -0.1055 0.0052

Output
- Kohn-Sham gap: 0.35266 hartree
- ΔE to the lowest compared entry with this formula, charge and spin: 89.9 kcal/mol

3.
Below is one molecule with the formula C5H12O in a non-equilibrium geometry, with properties calculated with wB97M-V/def2-TZVPD.

Last column: Löwdin charge in e.
Geometry (Å):
C -0.47534 -1.84698 -0.56226  -0.05
C 0.34912 -0.62800 -0.16375  -0.40
C 1.71044 -0.58014 -0.78346  -0.06
C -1.37202 0.74890 0.53364  -0.22
C -0.66884 1.75952 1.39049  -0.20
O -0.40082 0.59904 -0.69770  -0.11
H -1.31398 -2.03229 0.11666  0.08
H -0.86963 -1.68582 -1.56794  0.09
H 0.17135 -2.73633 -0.59261  0.09
H 0.40652 -0.56988 0.93446  0.12
H 2.23150 0.32967 -0.46941  0.08
H 2.29743 -1.44199 -0.45924  0.09
H 1.60476 -0.59761 -1.86892  0.09
H -2.27503 1.15824 0.08348  0.04
H -1.32928 1.92487 2.24680  0.07
H -0.45345 2.75402 0.93719  0.06
H 0.29155 1.39653 1.80622  0.06
H 0.09572 1.44824 -0.88365  0.16

Forces on atoms 1 to 3 (eV/Å):
0.0559 0.0889 -0.1395
0.2507 -0.0010 -0.3374
0.2423 0.0269 -0.2180

Output
- Kohn-Sham gap: 0.26643 hartree
- ΔE to the lowest compared entry with this formula, charge and spin: 104.0 kcal/mol

4.
Below is one molecule with the formula C5H12O in a non-equilibrium geometry, with properties calculated with wB97M-V/def2-TZVPD.

Last column: Löwdin charge in e.
Geometry (Å):
C 1.31327 -0.88964 1.54605  -0.13
C 0.54749 -0.82222 0.13420  -0.15
C -0.24972 0.30932 -0.85518  -0.38
C -0.96245 -0.37585 -2.04492  -0.05
O -1.23026 1.06010 -0.19939  -0.17
C -0.62735 1.59284 0.94698  -0.11
H 2.11881 -0.16175 1.71278  0.07
H 0.67654 -0.85920 2.44299  0.06
H 1.80676 -1.87872 1.59775  0.07
H -0.17584 -1.63640 0.22184  0.10
H 1.33066 -1.11787 -0.56031  0.09
H 0.52007 1.00019 -1.25011  0.13
H -0.41277 -1.26265 -2.36333  0.07
H -1.07475 0.26709 -2.93360  0.08
H -1.97839 -0.67546 -1.75830  0.08
H -1.40438 1.92721 1.63746  0.10
H -0.02093 0.76183 1.32234  0.03
H 0.06111 2.41664 0.69875  0.10

Forces on atoms 1 to 3 (eV/Å):
-0.1724 0.2270 -0.3089
-0.2527 -0.1641 -0.7517
0.6165 -0.6790 0.4203

Output
- SMILES: CC[C@@H](C)OC
- Kohn-Sham gap: 0.39016 hartree
- ΔE to the lowest compared entry with this formula, charge and spin: 44.7 kcal/mol

5.
Below is a 2-piece molecular cluster, C5H12O2 overall in a non-equilibrium geometry, with properties calculated with wB97M-V/def2-TZVPD.

Last column: Löwdin charge in e.
Geometry (Å):
C 2.25843 0.06409 1.11676  -0.11
C 0.89222 0.66818 1.34258  -0.26
C 0.11087 0.96059 0.11111  -0.15
C -1.19233 0.87225 0.00591  -0.27
O -1.93556 -0.05696 0.72682  -0.02
H 2.14091 -0.95482 0.74261  0.07
H 2.80576 0.64420 0.36254  0.08
H 2.83681 0.07866 2.04411  0.07
H 0.28552 0.11924 2.07111  0.12
H 1.00503 1.68887 1.73195  0.11
H 0.66694 1.51689 -0.64523  0.13
H -1.73040 1.59801 -0.59156  0.12
H -2.80513 -0.16122 0.32146  0.11
C -0.98952 -1.06521 -1.89386  -0.13
O -0.15468 -1.52331 -0.78065  -0.13
H -1.73534 -1.82137 -2.08517  0.07
H -1.53843 -0.10573 -1.91592  0.06
H -0.30647 -0.95841 -2.72814  0.08
H -0.61464 -1.56396 0.06357  0.06

Forces on atoms 1 to 3 (eV/Å):
0.0708 -0.1180 -0.0658
-0.0935 0.0295 0.0715
0.6118 0.8348 0.3036

Output
- SMILES: CC/C=C\O.CO
- Kohn-Sham gap: 0.32659 hartree
- ΔE to the lowest compared entry with this formula, charge and spin: 66.3 kcal/mol

6.
Below is one molecule with the formula C5H12O2, with properties calculated with wB97M-V/def2-TZVPD.

Last column: Löwdin charge in e.
Geometry (Å):
C 2.31266 0.26000 -1.32177  -0.09
O 1.51078 0.39833 -0.15895  -0.25
C 0.70222 -0.56009 0.58723  -0.13
C -0.73220 -0.20231 0.16774  -0.34
C -1.78972 -1.28454 -0.05407  -0.06
C -1.26875 1.02225 0.92655  -0.24
O -0.25399 1.94908 1.23932  -0.07
H 2.22744 -0.68513 -1.87182  0.09
H 2.07771 1.07586 -2.02733  0.09
H 3.36107 0.39476 -1.03218  0.08
H 0.94181 -1.62010 0.41250  0.13
H 0.92640 -0.32038 1.63327  0.13
H -0.45178 0.16184 -0.82304  0.13
H -2.53256 -0.88275 -0.75461  0.08
H -2.33223 -1.60017 0.84457  0.08
H -1.35338 -2.17458 -0.52204  0.08
H -2.04289 1.48568 0.29394  0.12
H -1.75680 0.75313 1.87508  0.12
H 0.45420 1.82912 0.58560  0.07

Forces on atoms 1 to 3 (eV/Å):
0.1463 -0.1670 0.0037
0.3263 0.2392 0.6082
0.2269 0.0894 -0.3125

Output
- SMILES: COC[C@@H](C)CO
- Kohn-Sham gap: 0.39233 hartree
- ΔE to the lowest compared entry with this formula, charge and spin: 46.4 kcal/mol